Entry 1:
Molecular formula: C10H20FN3O2
Method: DFT, wB97M-V/def2-TZVPD

```
36
Properties=species:S:1:pos:R:3
C -1.17 2.16 3.94
C -1.24 0.74 3.25
C -0.82 0.76 1.71
C -0.27 -0.63 1.19
C -0.65 -0.98 -0.29
O -0.43 -2.39 -0.47
C -0.98 -2.87 -1.68
F -0.96 -4.29 -1.70
C -0.01 -0.05 -1.39
C 1.54 0.25 -1.21
C 2.43 -0.98 -0.75
N 3.75 -0.90 -1.49
N -0.72 1.29 -1.36
N -0.35 1.91 -2.62
C -1.39 2.10 -3.30
O -2.24 2.13 -4.09
H -1.53 2.04 5.00
H -1.81 2.94 3.45
H -0.13 2.58 4.02
H -2.32 0.41 3.30
H -0.57 0.05 3.85
H -1.63 1.20 1.07
H 0.05 1.50 1.66
H -0.76 -1.43 1.84
H 0.83 -0.68 1.42
H -1.78 -0.83 -0.37
H -2.03 -2.52 -1.89
H -0.27 -2.56 -2.51
H -0.14 -0.42 -2.45
H 1.75 1.13 -0.53
H 1.92 0.57 -2.23
H 2.01 -1.99 -1.01
H 2.66 -0.94 0.35
H 3.54 -1.32 -2.40
H 3.96 0.09 -1.65
H -0.26 1.88 -0.66
```

For the LUMO energy, the calculation gives 0.489 eV. Its total energy is -21974.094 eV. As for the HOMO energy: -0.33587 hartree. Its largest force on an atom is 2.46 eV Å⁻¹. The structure (SMILES) is CCCC[C@H](OCF)[C@H](CCN)NN=C=O.

Here are the Mulliken charges for atoms 1 to 4, given in e: number 1, C, carries -1.2089; number 2, C, carries -0.3822; number 3, C, carries -0.6338; number 4, C, carries -0.8379

Entry 2:
Molecular formula: C10H20LiO4
Method: DFT, wB97M-V/def2-TZVPD

```
35
Properties=species:S:1:pos:R:3
Li -0.79 -0.26 0.14
O -2.08 0.22 1.45
C -1.65 -0.71 2.34
C -0.08 -0.95 2.35
O 0.40 -1.13 1.02
H -2.03 -1.73 2.20
H -1.99 -0.53 3.32
H 0.11 -1.83 2.93
H 0.41 -0.05 2.89
C 1.14 -2.97 -1.87
C 1.55 -1.54 -2.11
C 0.26 -0.87 -2.58
O -0.78 -1.53 -1.79
C -0.31 -2.83 -1.33
H 1.74 -3.47 -1.18
H 1.09 -3.53 -2.86
H 2.38 -1.39 -2.87
H 1.89 -1.14 -1.13
H 0.03 -0.98 -3.67
H 0.24 0.19 -2.34
H -1.02 -3.59 -1.64
H -0.36 -2.77 -0.24
C 0.26 2.67 1.63
C -1.01 2.97 0.82
C -0.52 2.94 -0.60
O 0.22 1.68 -0.57
C 1.12 1.82 0.60
H -0.01 2.13 2.46
H 0.85 3.53 1.90
H -1.54 3.92 0.93
H -1.74 2.14 1.08
H 0.07 3.71 -1.04
H -1.29 2.71 -1.39
H 1.99 2.41 0.37
H 1.45 0.78 0.76
```

For the LUMO energy, the calculation gives 3.099 eV. Its total energy is -19089.088 eV. As for the HOMO energy: -0.10603 hartree. As for the charge: -1. Its largest force on an atom is 4.20 eV Å⁻¹.

Here are the Mulliken charges for atoms 1 to 4, given in e: number 1, Li, carries 0.7921; number 2, O, carries -1.0839; number 3, C, carries -0.6910; number 4, C, carries -0.4060

Entry 3:
Molecular formula: C10H20N
Method: DFT, wB97M-V/def2-TZVPD

```
31
Properties=species:S:1:pos:R:3
C -0.50 0.15 0.23
C -0.07 -1.17 0.81
C 1.32 -1.07 0.12
C 0.85 0.30 -0.53
C -1.06 -2.33 0.51
C 2.58 -1.20 1.00
C 0.71 0.15 -2.02
C 1.68 1.50 -0.26
C -1.69 2.03 -0.72
C -2.59 0.65 1.14
N -1.61 0.83 0.10
H 0.02 -1.08 1.94
H 1.49 -1.77 -0.72
H -1.73 -2.61 1.34
H -0.35 -3.21 0.21
H -1.70 -2.04 -0.41
H 2.36 -0.95 2.07
H 3.31 -0.57 0.58
H 3.03 -2.34 0.93
H 1.79 0.20 -2.54
H 0.17 0.96 -2.48
H 0.09 -0.77 -2.17
H 2.63 1.36 0.09
H 1.13 2.31 0.37
H 1.86 2.17 -1.18
H -2.76 2.02 -1.06
H -1.01 2.04 -1.42
H -1.60 2.85 0.01
H -3.59 0.89 0.81
H -2.28 1.27 1.91
H -2.62 -0.44 1.32
```

For the LUMO energy (spin up / spin down), the calculation gives -2.576 / -8.388 eV. The spin multiplicity is 3. Its total energy is -12171.169 eV. As for the HOMO energy (spin up / spin down): -0.39822 / -0.52156 hartree. As for the charge: +1. Its largest force on an atom is 7.85 eV Å⁻¹. The value obtained for the energy above the lowest of the compared OMol25 structures with the same formula, charge and spin is 0.00 kJ/mol.

Here are the Mulliken charges for atoms 1 to 4, given in e: number 1, C, carries -1.2696; number 2, C, carries 0.8416; number 3, C, carries -0.3345; number 4, C, carries 1.8804

Entry 4:
Molecular formula: C10H20N2OP
Method: DFT, wB97M-V/def2-TZVPD

```
34
Properties=species:S:1:pos:R:3
C -1.98 -1.30 -0.51
C -4.18 -0.11 -0.26
C -1.90 0.42 0.63
C -0.82 -0.63 0.25
C 2.21 3.14 -0.16
C 1.67 -2.39 1.49
C 1.08 2.26 -0.69
C 2.17 -1.94 0.15
C 1.15 0.89 0.02
C 1.02 -1.63 -0.90
N -2.88 -0.51 0.14
N 0.32 -0.24 -0.52
O -2.07 -2.22 -1.29
P -4.70 1.33 0.46
H -4.82 -0.70 -0.92
H -1.99 0.81 1.66
H -1.85 1.24 -0.09
H -0.46 -1.30 1.05
H 2.36 4.01 -0.71
H 2.08 3.39 0.90
H 3.19 2.50 -0.24
H 0.67 -2.93 1.46
H 2.45 -2.96 1.97
H 1.40 -1.61 2.24
H 1.26 2.20 -1.77
H 0.19 2.86 -0.45
H 2.82 -2.70 -0.33
H 2.74 -0.97 0.19
H 2.29 0.65 -0.11
H 0.79 0.94 1.03
H 1.48 -1.27 -1.83
H 0.32 -2.45 -1.18
H 0.03 0.06 -1.44
H -6.04 1.15 -0.24
```

For the LUMO energy, the calculation gives -3.109 eV. Its total energy is -25001.292 eV. As for the HOMO energy: -0.44406 hartree. As for the charge: +1. Its largest force on an atom is 3.68 eV Å⁻¹. The value obtained for the energy above the lowest of the compared OMol25 structures with the same formula, charge and spin is 0.00 kJ/mol. The structure (SMILES) is [H]/P=C/N1C[C@H]([NH+](CCC)CCC)C1=O.

Here are the Mulliken charges for atoms 1 to 4, given in e: number 1, C, carries 0.2024; number 2, C, carries -0.1038; number 3, C, carries -0.9293; number 4, C, carries -0.4371

Entry 5:
Molecular formula: C10H20N2OP
Method: DFT, wB97M-V/def2-TZVPD

```
34
Properties=species:S:1:pos:R:3
C -0.73 0.61 1.09
C 1.19 -0.43 -0.32
C 3.97 1.16 -0.54
C 1.35 -1.66 -1.10
C 4.26 -0.71 1.09
C 4.71 0.44 0.28
C -3.47 -0.77 -0.44
C -1.96 -0.88 -0.63
C -3.81 0.56 0.32
C -1.20 -0.76 0.66
N 0.15 -0.34 0.44
N -3.33 1.70 -0.47
O -0.91 1.78 0.49
P 2.09 1.11 -0.76
H -0.38 0.82 2.06
H 2.45 -1.83 -1.17
H 0.77 -1.33 -2.10
H 0.89 -2.56 -0.74
H 4.93 -0.77 2.06
H 4.32 -1.62 0.66
H 3.11 -0.71 1.25
H 5.71 0.68 0.33
H 4.53 1.91 -0.99
H -3.88 -0.71 -1.36
H -3.97 -1.44 0.21
H -1.70 -0.09 -1.20
H -1.87 -1.71 -1.24
H -3.34 0.38 1.31
H -4.88 0.79 0.64
H -1.50 -1.46 1.35
H -3.68 2.52 0.01
H -3.67 1.81 -1.42
H -1.90 1.72 -0.11
H 1.75 1.81 0.35
```

For the LUMO energy, the calculation gives -3.459 eV. Its total energy is -24999.832 eV. As for the HOMO energy: -0.46002 hartree. As for the charge: +1. Its largest force on an atom is 4.50 eV Å⁻¹. The value obtained for the energy above the lowest of the compared OMol25 structures with the same formula, charge and spin is 140.83 kJ/mol. The structure (SMILES) is C/C=C\P/C(C)=[N+]1/[C@H](CCCN)[C@@H]1O.

Here are the Mulliken charges for atoms 1 to 4, given in e: number 1, C, carries -0.6398; number 2, C, carries 0.6373; number 3, C, carries -0.5445; number 4, C, carries -1.3181

Entry 6:
Molecular formula: C10H20N2P
Method: DFT, wB97M-V/def2-TZVPD

```
33
Properties=species:S:1:pos:R:3
C 1.98 2.56 0.28
C 0.66 2.45 0.06
C 2.89 1.48 0.42
C -0.13 1.12 0.12
C 2.58 -0.73 -0.62
C 1.27 -2.81 -0.41
C -2.19 -1.14 1.07
C -3.41 0.20 -0.52
C -1.52 1.15 0.61
C 2.12 -1.79 0.25
N 2.88 0.38 -0.20
N -2.09 -0.07 0.01
P -0.22 0.30 -1.56
H 2.46 3.50 0.48
H 0.07 3.29 -0.31
H 3.71 1.73 1.03
H 0.49 0.59 0.78
H 3.02 -1.21 -1.49
H 0.62 -3.29 0.35
H 1.87 -3.58 -0.97
H 0.43 -2.43 -0.98
H -1.08 -1.43 1.55
H -2.90 -0.73 1.81
H -2.64 -2.03 0.77
H -3.56 1.17 -0.79
H -3.66 -0.41 -1.41
H -4.19 0.06 0.18
H -1.95 2.07 0.24
H -1.58 1.10 1.71
H 3.06 -2.19 0.71
H 1.43 -1.55 1.03
H 0.77 1.26 -2.16
H -1.20 0.98 -2.04
```

For the LUMO energy, the calculation gives -4.437 eV. Its total energy is -22952.169 eV. As for the HOMO energy: -0.43515 hartree. As for the charge: +1. Its largest force on an atom is 3.87 eV Å⁻¹. The value obtained for the energy above the lowest of the compared OMol25 structures with the same formula, charge and spin is 302.45 kJ/mol. The structure (SMILES) is CCC=[N+]=C/C=C\[C@H](P)CN(C)C.

Here are the Mulliken charges for atoms 1 to 4, given in e: number 1, C, carries -0.4627; number 2, C, carries -0.3468; number 3, C, carries -0.2387; number 4, C, carries 0.6923